# C2H3Cl2N2P

An isolated molecule of C2H3Cl2N2P at a distorted geometry (ωB97M-V/def2-TZVPD, the Open Molecules 2025 dataset).

Results
SMILES: [H]\N=P(/Cl)=N\C=C\Cl
ΔE to the lowest compared entry with this formula, charge and spin: 242.2 kJ/mol

Geometry as XYZ:
```
10
Properties=species:S:1:pos:R:3:forces:R:3:lowdin_charge:R:1
H 0.17783 2.85899 -0.14551 -0.17 5.05 -2.29 -0.08
N 0.20401 2.04660 0.28598 -0.47 -5.26 2.07 -0.15
P -0.98123 1.07853 0.19084 0.83 -1.28 0.55 0.35
Cl -2.77847 1.71938 -0.28981 -0.31 0.17 0.01 0.37
N -1.04412 -0.45669 0.44877 -3.11 3.88 0.09 -0.23
C -0.04548 -1.30812 0.39083 1.74 -4.67 0.27 -0.42
C 1.03509 -1.12111 -0.33855 2.30 1.76 -1.04 -0.62
Cl 2.28508 -2.30198 -0.54155 -0.13 -0.20 0.07 0.57
H -0.21912 -2.39406 0.81139 0.28 2.31 -0.59 0.14
H 1.36640 -0.12153 -0.81239 -0.97 -1.75 0.85 0.08
```
Forces are in eV/Å.